Record 1
Formula: C25H66NO21S
Source: the OMol25 dataset
Level of theory: ωB97M-V with the def2-TZVPD basis set

Structure (ORCA input):
```
! RIJCOSX wB97M-V def2-TZVPD def2/J DEFGRID3
* xyz -1 1
C 4.89 -0.49 -0.83
C 3.64 -1.31 -0.49
C 2.59 -0.95 -1.52
C 2.78 -1.63 -2.89
C 2.69 -3.21 -2.75
C 3.76 -3.68 -1.74
N 3.95 -2.72 -0.56
O 4.75 -3.15 0.35
C 5.07 -3.96 -2.47
C 3.03 -5.00 -1.15
C 2.89 -1.09 0.91
H 5.39 -0.78 -1.80
H 5.63 -0.66 -0.10
H 4.59 0.59 -0.69
H 2.59 0.11 -1.60
H 1.50 -1.17 -1.22
H 3.75 -1.32 -3.22
H 2.09 -1.29 -3.39
H 2.70 -3.62 -3.73
H 1.79 -3.50 -2.28
H 5.50 -2.91 -2.70
H 4.92 -4.57 -3.52
H 5.86 -4.57 -2.09
H 3.61 -5.46 -0.39
H 2.78 -5.74 -1.90
H 1.98 -4.75 -0.74
H 2.55 0.05 0.77
H 3.48 -1.38 1.72
H 2.05 -1.71 0.86
S -0.84 0.64 0.30
O -0.98 -0.45 -0.72
O -0.67 0.13 1.69
O 0.26 1.44 -0.07
O -2.03 1.42 0.29
C -0.29 4.62 2.03
C -0.84 3.45 2.85
O -2.14 3.17 2.37
O 0.91 4.89 2.44
H -0.68 5.64 2.13
H -0.37 4.37 1.09
H -0.94 3.52 4.00
H -0.40 2.50 2.68
H -2.17 2.41 1.74
H 1.50 4.30 2.23
C 4.40 3.13 1.23
C 3.09 3.38 0.59
O 2.10 2.85 1.29
O 5.55 3.87 0.77
H 4.54 2.06 1.40
H 4.17 3.41 2.34
H 3.18 3.18 -0.58
H 3.00 4.54 0.47
H 1.53 2.32 0.73
H 5.91 3.53 0.01
C -4.38 0.59 2.71
C -4.67 -0.94 2.90
O -4.41 -1.55 4.16
O -4.55 0.92 1.38
H -3.28 0.90 2.88
H -5.02 0.99 3.34
H -4.21 -1.46 2.14
H -5.90 -1.14 2.88
H -3.65 -1.32 4.49
H -3.51 0.79 0.96
C -5.27 1.30 -3.24
C -4.84 1.45 -1.77
O -3.68 2.36 -1.61
O -6.43 0.55 -3.28
H -4.49 0.72 -3.95
H -5.39 2.38 -3.67
H -4.55 0.59 -1.33
H -5.73 1.87 -1.14
H -3.16 1.79 -1.09
H -6.37 -0.36 -3.05
C -1.20 4.36 -1.81
C -0.69 3.25 -2.72
O 0.68 2.96 -2.31
O -2.46 4.76 -2.21
H -0.50 5.15 -1.77
H -1.25 4.04 -0.79
H -0.72 3.59 -3.87
H -1.16 2.36 -2.73
H 0.49 2.38 -1.52
H -2.95 3.87 -2.15
C -0.76 -0.02 4.86
C 0.82 -0.14 4.62
O 1.16 0.60 3.49
O -1.38 -0.81 3.94
H -1.08 0.97 4.90
H -0.99 -0.31 5.85
H 1.07 -1.19 4.46
H 1.06 0.42 5.50
H 0.42 0.58 2.82
H -1.11 -0.58 2.99
C -1.41 -1.69 -3.76
C -2.77 -1.40 -3.14
O -2.78 -1.73 -1.81
O -0.50 -0.73 -3.30
H -1.44 -1.37 -4.76
H -0.96 -2.63 -3.78
H -3.47 -1.77 -3.68
H -3.02 -0.34 -3.54
H -2.25 -1.05 -1.39
H -0.31 -0.67 -2.20
C -0.87 -4.66 1.17
C -0.69 -3.12 1.13
O 0.21 -2.83 0.13
O -1.83 -4.91 2.24
H 0.04 -5.30 1.52
H -1.05 -5.11 0.12
H -0.05 -2.77 2.11
H -1.53 -2.51 1.06
H -0.28 -2.19 -0.48
H -1.59 -4.34 2.91
*
```

Computed properties:
highest occupied orbital energy	-6.037	eV

Record 2
Formula: C17H25CaN4O9P2
Source: the OMol25 dataset
Level of theory: ωB97M-V with the def2-TZVPD basis set

Structure (ORCA input):
```
! RIJCOSX wB97M-V def2-TZVPD def2/J DEFGRID3
* xyz 1 1
Ca -0.49 -0.55 0.92
P -2.22 -1.31 -1.26
C -1.28 -2.85 -1.64
C 0.07 -2.57 -2.24
N 0.86 -1.72 -1.55
C 2.10 -1.47 -2.01
C 2.58 -2.01 -3.20
C 1.77 -2.89 -3.92
C 0.50 -3.18 -3.42
C 2.99 -0.52 -1.21
P 2.48 -0.45 0.56
H -0.18 -3.87 -3.92
H 3.58 -1.73 -3.53
H 2.13 -3.35 -4.85
H 4.04 -0.82 -1.31
H 2.87 0.51 -1.61
H -1.10 -3.26 -0.55
H -1.87 -3.54 -2.24
H 0.01 -2.50 1.95
O -0.41 -3.04 1.03
H 0.27 -3.71 0.83
H 0.38 -0.54 2.92
O 0.47 -1.72 2.89
H 1.32 -2.01 3.25
C 3.66 -1.68 1.22
H 4.68 -1.46 0.90
H 3.61 -1.66 2.32
H 3.37 -2.68 0.86
C 3.31 1.11 1.01
H 3.01 1.41 2.02
H 4.41 1.01 0.96
H 2.98 1.90 0.31
C -2.39 -0.38 -2.81
H -2.96 -0.99 -3.52
H -2.93 0.56 -2.60
H -1.40 -0.14 -3.21
C -3.88 -1.97 -0.97
H -4.47 -1.18 -0.50
H -4.34 -2.28 -1.92
H -3.82 -2.83 -0.29
O -1.07 6.84 2.88
N -1.79 6.20 2.09
O -2.76 6.72 1.50
C -1.50 4.81 1.85
C -0.44 4.18 2.54
C -0.10 2.87 2.20
C -0.64 2.37 0.93
O 0.01 1.53 0.23
C -2.00 2.78 0.66
C -2.35 4.08 1.00
N -2.91 1.73 0.31
O -3.93 1.93 -0.35
O -2.64 0.56 0.79
N 0.46 1.87 3.01
O 1.34 2.04 3.85
O -0.15 0.66 2.84
H 0.07 4.71 3.35
H -3.29 4.49 0.66
*
```

Computed properties:
highest occupied orbital energy (spin up / spin down)	-11.414 / -11.414	eV

Record 3
Formula: C6H9N2O2
Source: the OMol25 dataset
Level of theory: ωB97M-V with the def2-TZVPD basis set

Structure (ORCA input):
```
! RIJCOSX wB97M-V def2-TZVPD def2/J DEFGRID3
* xyz -1 1
C 0.05 -1.35 2.38
C 2.50 0.16 0.20
C 0.85 -0.57 1.50
C 0.38 0.37 0.65
N 2.17 -0.73 1.15
N 1.32 0.82 -0.23
H 3.45 0.29 -0.18
H 1.30 1.45 -0.83
H -0.60 1.01 0.57
H -0.40 -2.21 2.09
H -0.64 -0.88 3.07
H 0.96 -1.78 3.07
C -1.87 -0.17 -1.76
C -1.36 1.31 -2.03
O -1.53 1.92 -3.13
O -0.90 1.75 -0.97
H -2.75 -0.29 -2.42
H -1.82 -0.36 -0.76
H -1.11 -0.73 -2.37
*
```

Computed properties:
highest occupied orbital energy	-4.349	eV

Computed ΔE to the lowest compared entry with this formula, charge and spin, in the same sequence as the records: 31.13 26.98 74.14 kcal per mole.
Computed energy, in the same sequence as the records: -82304.0546 -79426.4287 -13442.5484 eV.